Version 1
120
Properties=species:S:1:pos:R:3 method="wB97M-V/def2-TZVPD" gap_ev=9.26
H -1.03 -5.19 2.94
H -2.28 -4.61 2.91
O -1.64 -4.90 3.62
H -2.14 -0.20 -1.82
H -3.40 -0.40 -2.96
O -2.55 0.10 -2.63
H -2.29 3.51 -1.69
H -1.44 3.44 -0.45
O -1.65 3.95 -1.24
H -4.98 -1.57 2.87
H -4.51 -1.12 1.65
O -5.09 -1.71 2.03
H 0.14 -3.56 -2.79
H -1.00 -3.14 -2.01
O -0.18 -2.96 -2.13
H 3.09 -2.96 -4.53
O 2.42 -3.46 -4.00
H 1.37 4.73 1.52
O 1.57 4.97 2.42
H 0.22 -3.60 -0.30
H 1.12 -4.25 0.74
O 0.29 -4.16 0.49
H 5.11 0.19 2.00
H 4.91 0.06 0.49
O 4.58 -0.31 1.33
H 0.67 2.64 0.04
H 0.04 2.77 1.59
O -0.15 2.83 0.67
H 3.31 -2.55 0.27
H 2.62 -3.91 0.42
O 2.53 -2.89 0.20
H 2.91 5.18 -1.59
O 3.46 4.76 -2.18
H 2.45 -1.48 -3.23
H 2.11 -0.24 -4.12
O 2.78 -1.04 -3.98
H -3.14 -2.56 -0.91
H -3.47 -1.99 -2.33
O -2.81 -2.72 -1.86
H -1.49 0.08 0.78
H -0.70 0.11 -0.33
O -1.64 0.04 -0.20
H 3.99 1.93 -1.42
H 3.95 1.03 -2.44
O 4.10 0.87 -1.51
H 2.06 0.39 2.58
H 2.63 -0.41 3.76
O 2.33 0.38 3.43
H 4.17 1.22 3.50
H 4.77 1.66 4.66
O 4.95 1.66 3.77
H 2.91 0.82 0.22
O 2.20 0.80 0.83
H -1.68 -1.89 5.24
H -2.15 -3.02 4.51
O -1.60 -2.25 4.41
H -0.46 -2.06 1.73
O -0.03 -1.30 1.28
H 1.79 1.09 -5.93
H 1.32 1.89 -4.64
O 1.25 0.89 -5.21
H 1.38 -1.29 -1.27
H 0.01 -1.58 -1.19
O 0.63 -0.87 -1.40
H 0.17 2.06 4.24
H 1.07 1.63 3.26
O 0.28 2.09 3.33
H -4.68 3.28 -0.77
H -4.90 4.35 -1.81
O -4.91 4.13 -0.98
H -0.24 1.14 -2.73
H -1.16 2.08 -3.44
O -0.24 2.06 -3.08
H -2.49 1.77 0.54
H -3.49 1.93 -0.45
O -3.07 2.35 0.32
H 4.85 -2.87 -2.74
H 4.60 -1.56 -3.45
O 5.24 -2.26 -3.32
H 4.57 4.55 0.38
H 3.01 4.07 0.77
O 3.55 4.83 0.42
H -0.78 -1.33 -4.26
H -0.32 -1.64 -5.74
O -0.95 -1.55 -5.02
H 1.20 4.04 4.19
H -0.27 3.85 4.85
O 0.66 3.76 4.94
H -4.78 -4.49 -0.56
O -4.25 -5.49 -0.58
H -2.67 0.55 5.98
H -1.79 1.63 6.04
O -1.86 0.82 6.25
H 2.34 -0.17 0.87
H 2.12 -4.31 -4.43
H -0.26 -0.65 2.06
H 2.34 5.09 2.29
H 3.33 4.94 -3.14
H -3.79 -5.59 -1.34
O 1.73 -4.76 3.07
H 2.42 -5.40 3.67
H 1.23 -5.28 2.38
O -2.76 -2.94 0.59
H -3.40 -3.68 1.00
H -2.05 -3.49 0.02
O 1.25 -2.10 4.60
H 1.14 -1.62 5.38
H 1.41 -2.98 4.56
O 0.88 3.99 -4.12
H 0.40 4.90 -4.20
H 0.30 3.33 -3.57
O -4.89 -1.42 -3.07
H -5.29 -1.75 -3.77
H -5.55 -1.04 -2.57
O -2.91 2.11 -4.71
H -3.35 2.15 -3.85
H -3.00 1.13 -4.96
O -3.33 2.32 3.32
H -3.63 3.12 3.55
H -2.90 2.21 2.56

Version 2
120
Properties=species:S:1:pos:R:3 method="wB97M-V/def2-TZVPD" gap_ev=9.33
H -0.32 -6.67 1.23
H -1.52 -5.97 1.14
O -0.70 -6.00 0.63
H 2.42 -2.60 -1.48
H 2.02 -3.66 -0.35
O 2.63 -2.96 -0.62
H 0.79 1.70 4.54
H -0.62 1.74 4.90
O 0.14 2.36 4.85
H 1.62 2.35 -3.47
H 2.55 3.31 -3.08
O 2.28 2.43 -2.77
H -1.14 -0.32 5.15
H -0.15 -1.55 4.78
O -0.99 -1.13 4.65
H -6.21 -1.65 2.28
O -5.45 -1.54 2.88
H -0.79 -1.13 1.04
O 0.05 -1.48 0.73
H 3.41 4.86 -0.83
H 3.16 5.90 0.27
O 3.58 5.07 0.09
H -0.79 -2.66 -3.69
H -2.25 -2.90 -3.89
O -1.44 -3.40 -3.70
H 2.00 2.45 0.07
H 2.29 3.63 0.87
O 1.52 3.13 0.58
H -1.46 0.69 -3.30
H -0.01 1.43 -3.37
O -0.73 1.12 -2.83
H -3.48 -0.22 -4.20
O -3.04 -0.15 -3.36
H -0.50 2.52 2.48
H -1.92 2.19 1.64
O -1.33 2.79 2.11
H -4.79 1.73 3.70
H -4.77 0.45 2.89
O -4.19 1.05 3.39
H -3.81 -1.84 -4.87
H -2.77 -2.93 -4.87
O -2.99 -2.08 -5.29
H 0.06 2.04 -5.78
H 0.80 3.22 -5.29
O 0.57 2.78 -6.12
H 2.93 -1.17 0.84
H 1.62 -0.97 0.95
O 2.41 -0.40 1.17
H 4.24 -1.84 3.05
H 4.71 -3.22 2.88
O 4.09 -2.60 2.48
H -2.47 4.76 1.72
O -2.82 5.48 1.18
H -0.53 -3.94 0.03
H -0.44 -3.72 -1.48
O 0.09 -3.97 -0.71
H -3.39 -1.28 2.44
O -2.47 -0.98 2.47
H -0.04 3.49 -0.59
H -1.00 2.84 -1.70
O -0.49 3.63 -1.43
H -0.68 0.45 -0.81
H -0.76 1.52 0.39
O -1.22 0.87 -0.13
H 3.89 1.50 -3.35
H 5.25 1.47 -4.01
O 4.51 0.89 -3.78
H 1.08 4.29 3.85
H 1.26 3.58 2.50
O 1.68 3.75 3.33
H -5.58 -2.85 -1.04
H -4.41 -2.34 -0.06
O -4.85 -2.24 -0.91
H -4.95 0.33 0.09
H -6.31 -0.06 0.09
O -5.59 -0.03 0.74
H 3.19 0.38 4.12
H 3.32 0.88 5.58
O 3.77 0.39 4.89
H 0.19 4.05 -2.93
H 0.30 5.18 -3.76
O 0.80 4.35 -3.66
H -0.82 -5.98 -1.53
H -2.33 -6.23 -2.07
O -1.47 -6.60 -1.87
H 1.94 -0.01 2.81
H 1.71 1.56 2.48
O 1.80 0.90 3.18
H 2.70 0.54 -0.87
O 3.48 1.10 -0.99
H 1.26 -0.44 -2.83
H 1.78 -1.67 -2.11
O 0.96 -1.18 -2.30
H -2.29 5.27 0.40
H -5.84 -2.13 3.55
H -2.29 -1.16 3.40
H 0.32 -1.30 -0.17
H -2.69 -0.93 -2.94
H 3.74 0.97 -0.06
O 4.14 2.82 3.42
H 3.17 2.78 3.55
H 4.44 1.90 3.56
O 3.39 -1.14 -4.97
H 4.20 -1.19 -5.48
H 3.79 -0.39 -4.42
O 0.91 -5.55 3.31
H 0.25 -5.10 3.83
H 1.09 -5.31 2.40
O 4.46 -1.46 -1.21
H 4.83 -2.12 -0.60
H 5.29 -1.19 -1.62
O 0.82 -2.09 -4.59
H 1.51 -1.45 -4.45
H 1.06 -2.65 -5.33
O -4.49 2.17 0.20
H -3.83 2.10 -0.49
H -4.15 2.30 1.09
O -2.42 1.03 5.25
H -2.71 0.47 5.97
H -2.81 0.81 4.35

Version 3
120
Properties=species:S:1:pos:R:3 method="wB97M-V/def2-TZVPD" gap_ev=9.76
H 2.09 3.63 0.77
H 2.88 2.54 -0.06
O 2.00 2.81 0.26
H 1.08 0.82 -4.44
H 1.14 1.09 -2.96
O 1.70 1.02 -3.71
H 1.57 -6.04 -1.26
H 1.66 -6.75 0.15
O 1.26 -6.74 -0.73
H -4.78 -0.05 4.57
H -3.40 -0.05 3.83
O -3.82 -0.44 4.68
H -5.04 -0.98 1.90
H -6.34 -0.28 2.19
O -5.49 -0.43 2.54
H -0.61 1.76 -0.76
O -0.58 1.81 0.21
H 3.05 -1.63 1.69
O 3.18 -2.54 1.96
H -0.18 -4.78 2.14
H -0.31 -5.03 0.68
O 0.33 -4.82 1.33
H 4.29 -4.79 0.09
H 3.03 -4.21 0.79
O 3.54 -4.99 0.79
H 3.35 1.87 -2.92
H 4.54 2.85 -2.59
O 3.67 2.58 -2.42
H -2.04 1.54 -4.77
H -1.71 1.19 -6.31
O -1.35 1.46 -5.45
H 0.46 -3.66 -4.32
O -0.12 -3.21 -4.93
H -0.17 5.86 0.98
H -0.07 5.21 2.52
O 0.42 5.44 1.62
H -2.65 4.19 2.54
H -2.53 5.64 3.22
O -2.31 4.71 3.24
H -3.75 -4.25 1.47
H -5.10 -4.26 2.29
O -4.24 -3.86 2.23
H -4.15 -3.65 -3.25
H -2.68 -4.10 -3.91
O -3.28 -3.94 -3.00
H -3.64 3.98 -3.80
H -2.34 4.54 -3.83
O -3.09 4.44 -4.42
H 4.93 0.83 3.95
H 3.75 1.49 3.24
O 3.98 0.69 3.69
H -1.05 0.13 -0.25
O -1.61 -0.66 -0.40
H -1.24 0.39 5.17
H -1.10 1.35 6.31
O -1.10 1.33 5.35
H -2.34 2.27 1.57
O -3.19 2.48 1.96
H 0.97 2.76 2.35
H 1.56 3.02 3.79
O 1.84 2.88 2.81
H -1.44 -1.94 -6.38
H 0.07 -1.81 -6.27
O -0.68 -1.31 -6.55
H -0.06 -2.69 4.85
H -1.53 -2.84 5.23
O -0.60 -2.85 5.60
H 1.90 -2.46 -2.63
H 2.68 -3.63 -3.17
O 1.73 -3.19 -3.21
H -1.31 -3.79 -0.38
H -0.77 -2.97 -1.53
O -0.52 -3.30 -0.67
H -1.39 0.36 -2.37
H -2.47 -0.80 -2.38
O -1.90 -0.24 -2.89
H -2.42 -5.69 -1.09
H -3.22 -4.24 -0.99
O -2.60 -4.88 -0.56
H 2.67 4.12 -0.43
H 3.29 5.13 -1.27
O 3.56 4.66 -0.51
H 3.23 -1.10 -0.57
H 2.21 -2.24 -0.30
O 2.57 -1.72 -0.99
H 1.08 4.81 -2.14
H 1.60 5.38 -3.55
O 1.82 5.17 -2.64
H 0.36 -2.81 2.08
O -0.14 -2.49 2.85
H -3.55 -1.72 2.57
H -2.44 -2.54 2.03
O -2.71 -1.59 2.08
H -1.34 -1.32 0.25
H 0.33 2.18 0.34
H -3.24 1.90 2.70
H 3.26 -2.71 2.87
H -0.53 -2.51 -4.32
H 0.33 -1.70 3.16
O 5.80 2.02 -0.60
H 5.37 1.47 0.11
H 5.60 2.85 -0.16
O 2.99 0.08 1.31
H 2.76 1.02 1.14
H 3.44 -0.05 2.19
O -0.83 0.45 2.51
H -0.67 -0.39 2.04
H -1.58 0.16 3.07
O 0.67 -0.32 -1.01
H 0.48 -1.11 -0.49
H 1.54 -0.49 -1.48
O 4.53 3.33 2.07
H 3.64 3.29 2.42
H 4.53 4.23 1.67
O -4.38 3.18 -1.29
H -3.55 3.68 -1.30
H -4.66 3.03 -0.32
O -0.59 3.02 -3.20
H -0.55 2.06 -3.46
H -0.12 3.28 -4.04

Version 4
120
Properties=species:S:1:pos:R:3 method="wB97M-V/def2-TZVPD" gap_ev=10.22
H -4.54 -2.28 3.11
H -3.89 -2.51 4.56
O -4.68 -2.38 4.05
H 3.45 3.01 -2.02
H 2.01 3.58 -2.09
O 2.86 3.64 -2.52
H -0.57 3.49 0.86
H -0.67 2.41 1.86
O -0.37 2.57 0.97
H -1.13 -3.36 -4.67
H 0.39 -2.91 -4.51
O -0.54 -2.64 -4.51
H -4.07 -3.58 -2.03
H -4.08 -4.54 -0.83
O -3.51 -4.28 -1.65
H -1.09 -2.39 2.63
O -1.85 -2.89 2.34
H 2.28 1.68 -3.30
O 2.76 1.24 -4.02
H 3.91 3.11 2.76
H 3.00 1.76 2.58
O 3.36 2.57 2.21
H 5.04 -1.52 1.35
H 6.37 -1.09 0.49
O 5.93 -1.20 1.33
H 1.14 -1.61 -1.48
H 1.08 -0.05 -1.94
O 1.60 -0.85 -1.83
H -6.76 -1.09 0.28
H -5.62 -0.11 0.81
O -5.81 -0.81 0.17
H -0.08 1.23 5.12
O 0.40 1.53 4.32
H 3.83 0.75 -1.47
H 2.81 1.23 -0.53
O 3.51 1.58 -1.08
H 0.39 -0.83 3.40
H 1.37 -1.92 3.20
O 0.43 -1.64 2.91
H -4.20 0.78 2.35
H -5.37 0.86 3.28
O -5.15 0.49 2.40
H -3.27 1.15 -2.35
H -4.73 0.66 -2.34
O -3.97 0.78 -1.74
H 5.90 -0.28 -2.17
H 5.56 -1.80 -1.92
O 5.99 -1.01 -1.56
H -2.32 -0.87 -2.84
H -0.96 -1.00 -2.75
O -1.73 -1.49 -2.38
H -1.40 -1.33 -0.59
O -0.87 -1.03 0.15
H 1.98 -1.48 -3.93
H 1.65 -0.68 -5.13
O 2.22 -1.45 -4.88
H 0.86 -0.05 0.72
O 1.67 0.40 0.99
H 3.21 -2.90 -0.91
H 2.36 -2.26 0.03
O 3.00 -3.02 0.04
H -1.46 -6.56 -0.10
H -1.27 -5.29 0.06
O -1.92 -5.91 0.46
H -2.42 0.25 2.58
H -2.15 -0.07 1.11
O -2.25 0.67 1.73
H -3.27 3.27 -4.31
H -1.88 2.93 -4.72
O -2.52 2.78 -3.99
H -4.05 -4.16 0.94
H -4.59 -2.80 0.26
O -4.82 -3.73 0.48
H 1.85 5.36 -1.96
H 1.10 6.13 -0.89
O 0.97 5.72 -1.76
H 4.74 -3.89 -2.96
H 3.98 -2.55 -3.33
O 4.43 -3.04 -2.60
H -0.23 -3.56 1.61
H 0.66 -4.14 0.30
O 0.01 -3.49 0.66
H 3.70 -1.26 4.33
H 2.35 -0.36 4.02
O 2.77 -1.06 4.57
H -0.62 3.96 5.21
H -0.26 4.30 3.66
O 0.07 4.04 4.52
H 0.79 2.65 -1.67
O 0.55 1.73 -1.82
H 0.72 2.05 -4.09
H 1.33 2.74 -5.33
O 0.56 2.27 -4.99
H -0.52 -1.76 0.68
H -2.08 -2.98 1.42
H 1.60 1.29 1.28
H 3.36 1.93 -4.32
H 0.37 2.54 4.39
H -0.32 1.57 -1.45
O 1.36 4.54 1.08
H 1.99 3.86 1.44
H 1.26 5.10 1.89
O 1.34 -5.22 -1.70
H 0.45 -4.80 -1.56
H 1.24 -6.18 -1.81
O -1.05 -4.05 -1.74
H -1.10 -3.47 -2.51
H -1.82 -3.96 -1.17
O -2.08 5.21 0.96
H -3.02 5.32 1.29
H -2.35 5.04 0.05
O -4.66 4.72 1.55
H -4.42 4.11 2.27
H -5.00 4.14 0.86
O 5.33 -0.21 4.20
H 5.19 0.73 4.06
H 5.98 -0.49 3.55
O -2.56 3.66 2.87
H -1.90 4.26 2.54
H -2.53 2.77 2.53

The structure shown above that is least stable: version 1.